No. 1
52
Properties=species:S:1:pos:R:3 method="wB97M-V/def2-TZVPD" molar_mass_g_mol=613.53 de_lowest_kj_mol=28.1 lumo_energy_ev=0.229 spin_multiplicity=1
Pt 1.633 1.068 0.151
O 2.450 -0.073 1.632
S 1.564 -0.016 2.882
O 2.339 -0.218 4.067
O 0.676 1.125 2.862
C 0.502 -1.422 2.659
C 0.400 -2.350 3.682
C -0.495 -3.404 3.566
C -1.280 -3.526 2.430
C -1.155 -2.607 1.399
C -0.265 -1.543 1.498
P -0.041 -0.446 0.051
C 0.258 -1.678 -1.259
C 1.576 -2.101 -1.429
C 1.878 -3.083 -2.359
C 0.871 -3.642 -3.134
C -0.441 -3.222 -2.973
C -0.749 -2.245 -2.035
C -1.679 0.251 -0.281
C -1.962 0.748 -1.554
C -3.165 1.388 -1.802
C -4.088 1.553 -0.776
C -3.804 1.076 0.494
C -2.603 0.427 0.744
H 1.018 -2.226 4.561
H -0.580 -4.129 4.365
H -1.982 -4.345 2.339
H -1.753 -2.726 0.503
H 2.363 -1.660 -0.829
H 2.903 -3.407 -2.483
H 1.109 -4.404 -3.865
H -1.229 -3.655 -3.576
H -1.776 -1.926 -1.914
H -1.243 0.625 -2.355
H -3.382 1.761 -2.794
H -5.027 2.055 -0.969
H -4.518 1.210 1.297
H -2.380 0.067 1.740
C -0.152 4.671 -1.468
C 0.493 3.741 -0.472
O 0.659 2.420 -1.090
H -0.308 5.644 -1.002
H -1.117 4.287 -1.800
H 0.488 4.824 -2.340
H -0.143 3.545 0.389
H 1.471 4.068 -0.128
H 1.186 2.528 -1.894
C 4.332 2.179 0.672
O 3.072 2.442 0.111
H 5.083 2.015 -0.113
H 4.336 1.303 1.325
H 4.658 3.035 1.275

No. 2
88
Properties=species:S:1:pos:R:3 method="wB97M-V/def2-TZVPD" molar_mass_g_mol=672.69 de_lowest_kj_mol=228.7 lumo_energy_ev=-1.065 spin_multiplicity=1 smiles="O=[N+]([O-])c1ccccc1.O=[N+]([O-])c1ccccc1.O=[N+]([O-])c1ccccc1.O=[N+]([O-])c1ccccc1.COCCOC.COCCOC"
O -15.867 -10.292 -3.071
N -15.073 -10.651 -3.933
O -13.921 -10.234 -4.064
C -15.494 -11.785 -4.880
C -16.794 -12.347 -4.825
C -17.187 -13.260 -5.801
C -16.288 -13.682 -6.735
C -14.954 -13.182 -6.754
C -14.605 -12.227 -5.866
H -17.488 -11.926 -4.113
H -18.212 -13.598 -5.788
H -16.515 -14.466 -7.443
H -14.168 -13.581 -7.378
H -13.594 -11.854 -5.792
O -19.060 -16.009 -6.645
N -19.525 -17.151 -6.569
O -20.526 -17.477 -7.221
C -18.887 -18.113 -5.691
C -19.420 -19.410 -5.453
C -18.870 -20.265 -4.522
C -17.758 -19.823 -3.853
C -17.157 -18.597 -4.060
C -17.746 -17.761 -4.996
H -20.262 -19.859 -5.958
H -19.351 -21.229 -4.456
H -17.395 -20.482 -3.078
H -16.266 -18.234 -3.568
H -17.377 -16.764 -5.186
O -23.137 -10.855 -11.950
N -22.819 -12.082 -11.912
O -23.119 -12.951 -12.741
C -21.898 -12.467 -10.825
C -21.773 -13.842 -10.513
C -21.086 -14.250 -9.340
C -20.410 -13.295 -8.622
C -20.409 -11.999 -8.986
C -21.192 -11.557 -10.014
H -22.297 -14.587 -11.094
H -21.139 -15.278 -9.011
H -19.838 -13.691 -7.795
H -19.815 -11.245 -8.489
H -21.143 -10.492 -10.189
O -18.225 -21.603 -0.508
N -18.780 -20.983 0.398
O -19.954 -20.592 0.311
C -18.063 -20.673 1.694
C -18.848 -20.444 2.846
C -18.198 -20.489 4.090
C -16.794 -20.539 4.239
C -16.013 -20.760 3.085
C -16.679 -20.861 1.834
H -19.926 -20.430 2.786
H -18.806 -20.303 4.963
H -16.348 -20.381 5.209
H -14.937 -20.847 3.046
H -16.100 -21.120 0.959
C -15.269 -25.653 -4.798
O -15.045 -24.393 -4.238
C -16.149 -23.822 -3.596
C -16.553 -24.455 -2.209
O -15.679 -24.294 -1.107
C -14.611 -25.241 -1.146
H -15.221 -26.490 -4.101
H -14.490 -25.825 -5.540
H -16.214 -25.783 -5.324
H -17.012 -23.817 -4.262
H -15.891 -22.765 -3.531
H -16.842 -25.488 -2.402
H -17.474 -23.987 -1.864
H -13.853 -25.121 -0.372
H -14.049 -25.139 -2.074
H -14.842 -26.299 -1.021
C -20.808 -23.039 -1.985
O -21.957 -23.195 -2.804
C -22.752 -24.337 -2.295
C -24.106 -24.533 -3.068
O -24.581 -25.893 -3.320
C -24.601 -26.860 -2.223
H -20.041 -22.402 -2.425
H -20.346 -24.003 -1.770
H -21.168 -22.650 -1.032
H -22.997 -24.297 -1.234
H -22.133 -25.224 -2.431
H -24.156 -23.975 -4.003
H -24.910 -24.116 -2.460
H -24.576 -26.349 -1.261
H -23.701 -27.471 -2.290
H -25.487 -27.491 -2.298

No. 3
10
Properties=species:S:1:pos:R:3 method="wB97M-V/def2-TZVPD" molar_mass_g_mol=97.07 de_lowest_kj_mol=547.8 lumo_energy_ev=-0.240 spin_multiplicity=1
O -2.320 0.557 -0.607
C -1.653 -0.564 -0.572
C -0.252 -0.439 -0.140
N 0.515 -1.504 -0.066
O 1.725 -1.056 0.356
C 1.680 0.279 0.534
C 0.447 0.746 0.236
H -2.851 -0.446 -0.906
H 2.600 0.733 0.873
H 0.066 1.755 0.269

No. 4
26
Properties=species:S:1:pos:R:3 method="wB97M-V/def2-TZVPD" molar_mass_g_mol=173.28 de_lowest_kj_mol=545.8 charge=+2 lumo_energy_ev=-8.266 spin_multiplicity=1
C -2.176 1.215 0.457
C 0.267 0.219 0.236
C 0.980 2.107 -1.510
C -0.621 -1.839 1.447
C -1.290 -1.361 -0.936
C 2.808 -0.868 0.894
C 1.112 0.803 -0.838
N -1.042 0.449 0.694
N -2.150 2.421 0.175
N -0.706 -0.870 0.347
S 1.931 0.662 0.904
H -3.004 0.641 0.823
H 1.502 2.968 -1.041
H -0.167 2.244 -1.682
H 1.566 2.150 -2.516
H -1.555 -2.404 1.452
H 0.208 -2.554 1.414
H -0.593 -1.373 2.509
H -1.706 -0.339 -1.435
H -0.591 -1.697 -1.653
H -2.255 -1.964 -0.912
H 2.385 -1.609 0.189
H 2.834 -1.272 1.906
H 3.829 -0.594 0.616
H 1.425 0.041 -1.490
H -2.990 2.825 -0.051

No. 5
153
Properties=species:S:1:pos:R:3 method="wB97M-V/def2-TZVPD" molar_mass_g_mol=1062.21 charge=+1 lumo_energy_ev=-2.112 spin_multiplicity=1
C 4.038 -1.859 1.516
C 3.520 -0.817 2.513
C 2.007 -0.873 2.761
C 1.304 0.412 2.341
C -0.069 0.592 3.038
C -1.183 0.168 2.090
C -2.053 1.267 1.450
C -1.546 2.683 1.469
C -0.317 3.050 0.632
C -0.192 2.414 -0.751
C 1.272 2.364 -1.188
C 1.417 2.408 -2.699
C 0.527 1.439 -3.483
C 1.225 0.565 -4.557
N 1.683 -0.762 -4.151
C 2.166 -0.974 -2.792
C 1.311 -1.851 -1.958
O 3.209 -0.507 -2.397
C 2.596 -1.304 -5.144
C 4.066 -1.113 -5.028
O 2.119 -1.962 -6.063
N 2.311 1.258 -5.227
C 1.929 2.471 -5.858
Br 3.497 3.221 -6.726
C 0.957 2.212 -6.963
N -0.220 1.433 -6.453
C -0.998 0.975 -7.655
C 0.180 0.236 -5.637
C -1.037 -0.467 -5.058
C -1.288 -1.822 -5.724
C -1.773 -2.798 -4.737
F -3.088 -2.805 -4.431
C -0.943 -3.652 -4.116
F 0.114 -4.226 -4.689
F -1.063 -4.053 -2.852
H 4.795 -2.481 1.959
H 3.260 -2.495 1.131
H 4.519 -1.382 0.682
H 3.808 0.150 2.156
H 4.013 -0.994 3.455
H 1.767 -1.122 3.779
H 1.622 -1.641 2.116
H 1.066 0.289 1.300
H 1.947 1.273 2.394
H -0.067 -0.118 3.847
H -0.207 1.555 3.491
H -1.857 -0.441 2.659
H -0.818 -0.480 1.308
H -2.301 0.960 0.452
H -2.989 1.257 1.980
H -2.359 3.298 1.112
H -1.375 3.014 2.475
H -0.392 4.111 0.460
H 0.585 2.932 1.199
H -0.582 1.410 -0.777
H -0.705 3.059 -1.443
H 1.730 3.265 -0.814
H 1.815 1.546 -0.749
H 2.457 2.304 -2.956
H 1.150 3.414 -2.976
H -0.194 2.040 -4.010
H -0.060 0.845 -2.813
H 0.288 -1.795 -2.288
H 1.633 -2.874 -2.037
H 1.321 -1.504 -0.944
H 4.486 -2.042 -4.671
H 4.352 -0.346 -4.336
H 4.458 -0.935 -6.006
H 3.124 1.366 -4.640
H 1.588 3.253 -5.196
H 1.397 1.731 -7.815
H 0.571 3.168 -7.274
H -0.853 2.062 -5.965
H -1.979 0.648 -7.380
H -0.430 0.239 -8.184
H -1.096 1.823 -8.308
H 0.618 -0.452 -6.331
H -0.902 -0.660 -4.014
H -1.911 0.142 -5.211
H -0.388 -2.229 -6.152
H -2.020 -1.718 -6.517
C 2.002 2.348 6.095
C 1.784 3.050 4.843
N 1.613 3.599 3.859
H 3.059 2.121 6.208
H 1.677 2.971 6.926
H 1.433 1.420 6.099
C -4.321 -2.440 4.385
C -3.959 -1.041 4.407
N -3.548 0.030 4.443
H -5.396 -2.544 4.248
H -3.812 -2.941 3.573
H -4.040 -2.907 5.325
C 1.080 -4.887 0.113
C 1.634 -5.091 1.436
N 2.058 -5.269 2.487
H 0.610 -3.911 0.046
H 1.870 -4.971 -0.632
H 0.327 -5.647 -0.080
C -2.832 -5.835 5.442
C -3.817 -5.612 4.400
N -4.588 -5.339 3.593
H -3.324 -5.952 6.402
H -2.256 -6.732 5.227
H -2.162 -4.982 5.489
C -6.613 -2.220 0.763
C -5.218 -1.857 0.602
N -4.113 -1.570 0.480
H -6.862 -2.262 1.821
H -7.251 -1.484 0.281
H -6.791 -3.196 0.316
C 2.068 6.739 -8.074
C 0.913 5.871 -7.949
N 0.015 5.161 -7.841
H 2.145 7.374 -7.194
H 2.969 6.135 -8.160
H 1.968 7.374 -8.958
C -0.246 -3.003 8.368
C -1.070 -4.195 8.231
N -1.726 -5.138 8.178
H 0.773 -3.289 8.615
H -0.244 -2.432 7.447
H -0.647 -2.385 9.168
C -10.628 -4.055 1.181
C -10.232 -2.661 1.080
N -9.930 -1.556 0.999
H -10.255 -4.477 2.112
H -11.712 -4.131 1.164
H -10.218 -4.617 0.345
C -5.456 1.807 6.945
C -5.304 1.953 8.381
N -5.182 2.070 9.518
H -5.596 2.783 6.487
H -4.568 1.341 6.522
H -6.321 1.185 6.727
C 3.910 -1.747 6.947
C 2.533 -1.291 6.848
N 1.442 -0.938 6.768
H 4.312 -1.482 7.912
H 3.954 -2.826 6.831
H 4.505 -1.279 6.165
C 4.999 8.762 -10.964
C 3.619 8.922 -10.542
N 2.529 9.062 -10.208
H 5.662 9.209 -10.228
H 5.234 7.704 -11.063
H 5.148 9.251 -11.923
C 7.516 -0.202 9.089
C 6.886 -1.471 8.774
N 6.390 -2.477 8.524
H 8.050 0.170 8.218
H 6.760 0.523 9.383
H 8.219 -0.336 9.908

No. 6
23
Properties=species:S:1:pos:R:3 method="wB97M-V/def2-TZVPD" molar_mass_g_mol=181.13 de_lowest_kj_mol=16.6 lumo_energy_ev=0.709 spin_multiplicity=1 smiles="C=N/C(N)=N/C.COP(O)O"
C -0.043 0.423 1.900
N -0.835 -0.401 1.426
C -1.775 0.156 0.504
N -3.063 -0.063 0.842
N -1.356 0.933 -0.381
C -2.056 1.310 -1.535
H 0.742 0.069 2.558
H -0.011 1.502 1.718
H -3.706 0.204 0.075
H -3.459 -0.823 1.205
H -1.292 1.479 -2.287
H -2.793 0.620 -2.045
H -2.593 2.220 -1.193
C 2.212 -2.279 0.171
O 2.971 -1.065 0.040
P 2.236 0.396 0.213
O 3.485 1.279 -0.381
O 1.337 0.417 -1.147
H 2.783 -3.253 0.253
H 1.658 -2.220 -0.781
H 1.572 -2.069 1.098
H 3.659 0.829 -1.279
H 0.325 0.337 -0.974

No. 7
26
Properties=species:S:1:pos:R:3 method="wB97M-V/def2-TZVPD" molar_mass_g_mol=177.27 de_lowest_kj_mol=433.3 lumo_energy_ev="-0.671 / -0.670" spin_multiplicity=1
C -2.142 -0.001 -1.171
C -1.996 -0.035 1.274
C -0.905 1.781 0.021
C 3.202 -0.915 -0.729
C 1.223 -0.022 1.003
C 0.028 -0.587 -0.079
C -1.275 0.282 -0.005
N -0.368 -1.897 0.280
O 0.510 -2.750 0.556
O 2.482 1.571 -0.899
S 2.816 0.674 0.209
H -3.071 0.549 -1.102
H -1.794 0.430 -2.190
H -2.141 -1.090 -1.218
H -1.495 0.185 2.228
H -2.296 -1.113 1.102
H -2.977 0.388 1.320
H -1.275 2.129 0.943
H 0.187 1.926 -0.165
H -1.350 2.353 -0.775
H 4.280 -0.805 -0.589
H 2.948 -0.687 -1.732
H 2.943 -1.889 -0.442
H 1.379 -0.866 1.718
H 0.650 0.838 1.486
H 0.435 -0.450 -1.043